This record from the OMol25 dataset describes a 8-piece molecular cluster, C25H48ClO23 overall at a distorted geometry. The level of theory is wB97M-V/def2-TZVPD.

Bonds (Å) are listed after each position.
Element x y z (Å)
1 Cl 0.25480 -5.12321 -2.91366  C37 1.813
2 O 1.69332 0.69488 -4.31691  C29 1.207
3 O -4.15537 8.22008 -1.57785  C46 1.202
4 O -3.87481 10.25732 -2.50904  C40 1.427, C46 1.334
5 O 0.55170 1.34654 -8.38322  C30 1.437, C41 1.325
6 O 3.63975 0.59034 -3.18196  C29 1.315, C31 1.447
7 O -1.04440 2.52313 -7.30632  C41 1.203
8 O 0.65110 -2.32376 3.57981  C38 1.432, C47 1.322
9 O 4.44646 -1.52273 7.69410  C28 1.202
10 O 2.67238 -4.79975 -0.53252  C35 1.254
11 O 2.39218 -7.64586 4.75749  C49 1.202
12 O 3.06012 -3.30589 -2.16806  C35 1.249
13 O 0.80189 -6.33499 3.83511  C43 1.440, C49 1.323
14 O 0.48447 -2.73000 5.79196  C47 1.208
15 O -2.84951 2.12876 -3.55004  C33 1.326, C42 1.433
16 O 0.33736 -7.38792 5.65780  C26 1.424, C49 1.340
17 O 2.55286 -1.34256 8.90814  C28 1.324, C36 1.441
18 O -1.31041 -2.55620 4.43429  C39 1.426, C47 1.330
19 O 4.19020 -0.01017 9.35084  C28 1.339, C32 1.426
20 O 2.53539 2.44305 -3.16570  C29 1.341, C34 1.425
21 O -1.30445 1.74161 -9.40850  C41 1.337, C45 1.426
22 O -3.88776 1.94190 -1.55290  C33 1.201
23 O -3.57768 8.51178 -3.74008  C46 1.329, C48 1.431
24 O -4.36637 3.57115 -3.04143  C25 1.426, C33 1.338
25 C -5.33184 4.07815 -2.12270  O24 1.426, H51 1.086, H74 1.088, H85 1.089
26 C 0.73521 -8.27078 6.70197  O16 1.424, H60 1.087, H78 1.089, H95 1.089
27 C -0.03503 -3.86387 -0.48876  C37 1.517, C44 1.540, H77 1.080, H90 1.076
28 C 3.78862 -1.01521 8.56297  O9 1.202, O17 1.324, O19 1.339
29 C 2.55164 1.18256 -3.62226  O2 1.207, O6 1.315, O20 1.341
30 C 1.37665 1.46213 -7.21258  O5 1.437, H55 1.081, H56 1.089, H68 1.086
31 C 3.78620 -0.79079 -3.58894  O6 1.447, H65 1.084, H67 1.085, H93 1.090
32 C 5.51421 0.44368 9.07922  O19 1.426, H63 1.089, H79 1.088, H97 1.087
33 C -3.71392 2.48610 -2.60968  O15 1.326, O22 1.201, O24 1.338
34 C 1.38700 3.18175 -3.57407  O20 1.425, H58 1.088, H80 1.089, H89 1.087
35 C 2.32754 -4.01842 -1.45042  O10 1.254, O12 1.249, C37 1.548
36 C 1.98459 -2.41687 8.13428  O17 1.441, H62 1.083, H69 1.085, H83 1.090
37 C 0.81591 -3.85671 -1.74419  Cl1 1.813, C27 1.517, C35 1.548, H66 1.076
38 C 2.07596 -2.30302 3.71781  O8 1.432, H50 1.089, H81 1.086, H92 1.088
39 C -2.14143 -2.80578 5.56556  O18 1.426, H53 1.089, H59 1.086, H73 1.089
40 C -4.19879 10.83689 -1.24567  O4 1.427, H71 1.088, H88 1.088, H94 1.086
41 C -0.63345 1.92708 -8.26677  O5 1.325, O7 1.203, O21 1.337
42 C -2.06568 0.97147 -3.23324  O15 1.433, H57 1.086, H76 1.088, H84 1.088
43 C 1.71147 -5.99268 2.77319  O13 1.440, H52 1.088, H61 1.084, H72 1.086
44 C -0.40107 -2.42148 -0.09369  C27 1.540, H70 1.082, H86 1.083, H96 1.083
45 C -2.60759 2.31946 -9.41397  O21 1.426, H64 1.088, H75 1.089, H91 1.087
46 C -3.89399 8.92364 -2.51669  O3 1.202, O4 1.334, O23 1.329
47 C -0.00750 -2.55254 4.70308  O8 1.322, O14 1.208, O18 1.330
48 C -3.55548 7.08895 -3.89020  O23 1.431, H54 1.088, H82 1.087, H87 1.085
49 C 1.28997 -7.16639 4.74146  O11 1.202, O13 1.323, O16 1.340
50 H 2.39623 -1.50633 4.38748  C38 1.089
51 H -5.78277 4.94953 -2.58927  C25 1.086
52 H 2.59326 -5.49295 3.16741  C43 1.088
53 H -2.00576 -2.03358 6.32138  C39 1.089
54 H -2.80887 6.64303 -3.23679  C48 1.088
55 H 0.91057 0.98552 -6.36194  C30 1.081
56 H 1.58136 2.51030 -6.99809  C30 1.089
57 H -1.40492 0.79347 -4.07679  C42 1.086
58 H 1.34392 3.26685 -4.65838  C34 1.088
59 H -3.16682 -2.78124 5.20829  C39 1.086
60 H -0.11639 -8.36591 7.37056  C26 1.087
61 H 1.19078 -5.31343 2.10725  C43 1.084
62 H 1.92535 -2.15503 7.08471  C36 1.083
63 H 6.23588 -0.35602 9.23626  C32 1.089
64 H -3.22818 1.87851 -8.63602  C45 1.088
65 H 4.71110 -1.14953 -3.15266  C31 1.084
66 H 0.71116 -2.92867 -2.27773  C37 1.076
67 H 2.97310 -1.40248 -3.21118  C31 1.085
68 H 2.31068 0.95431 -7.43426  C30 1.086
69 H 0.98090 -2.58267 8.51155  C36 1.085
70 H -1.30743 -2.36607 0.49544  C44 1.082
71 H -5.20646 10.55952 -0.94202  C40 1.088
72 H 1.99986 -6.87691 2.21211  C43 1.086
73 H -1.93143 -3.78741 5.98692  C39 1.089
74 H -4.85636 4.38483 -1.19302  C25 1.088
75 H -2.55146 3.39862 -9.28144  C45 1.089
76 H -2.70340 0.10154 -3.09130  C42 1.088
77 H -0.95489 -4.40585 -0.65052  C27 1.080
78 H 0.98922 -9.25134 6.30274  C26 1.089
79 H 5.59108 0.82257 8.06173  C32 1.088
80 H 0.47871 2.71258 -3.19995  C34 1.089
81 H 2.49034 -2.12100 2.73075  C38 1.086
82 H -4.53597 6.66597 -3.68556  C48 1.087
83 H 2.56822 -3.32751 8.26670  C36 1.090
84 H -1.46337 1.14701 -2.34395  C42 1.088
85 H -6.10893 3.34277 -1.92160  C25 1.089
86 H -0.55472 -1.79638 -0.96460  C44 1.083
87 H -3.28943 6.88249 -4.92214  C48 1.085
88 H -3.48079 10.53195 -0.48686  C40 1.088
89 H 1.47553 4.17680 -3.14592  C34 1.087
90 H 0.52992 -4.30843 0.31156  C27 1.076
91 H -3.04094 2.09964 -10.38586  C45 1.087
92 H 2.43634 -3.26442 4.07693  C38 1.088
93 H 3.84906 -0.85790 -4.67515  C31 1.090
94 H -4.14714 11.91400 -1.37610  C40 1.086
95 H 1.58000 -7.86079 7.25306  C26 1.089
96 H 0.42569 -1.99559 0.46089  C44 1.083
97 H 5.71577 1.25082 9.77829  C32 1.087

Results
orbital gap	6.898	eV
E_HOMO	-5.088	eV
total charge	-1
calculated total energy	-86320.9850	eV
E_LUMO	0.0665	hartree

Let us look at the Löwdin charges, expressed in e, one per atom: number 1, Cl, carries 0.556; number 2, O, carries 0.095; number 3, O, carries 0.124; number 4, O, carries 0.003; number 5, O, carries 0.013; number 6, O, carries 0.019; number 7, O, carries 0.122; number 8, O, carries 0.016; number 9, O, carries 0.125; number 10, O, carries -0.065; number 11, O, carries 0.124; number 12, O, carries -0.068; number 13, O, carries 0.009; number 14, O, carries 0.090; number 15, O, carries 0.007; number 16, O, carries -0.005; number 17, O, carries 0.009; number 18, O, carries 0.016; number 19, O, carries -0.004; number 20, O, carries 0.004; number 21, O, carries 0.000; number 22, O, carries 0.130; number 23, O, carries 0.009; number 24, O, carries -0.007; number 25, C, carries -0.047; number 26, C, carries -0.055; number 27, C, carries -0.272; number 28, C, carries -0.631; number 29, C, carries -0.618; number 30, C, carries -0.031; number 31, C, carries -0.017; number 32, C, carries -0.051; number 33, C, carries -0.628; number 34, C, carries -0.036; number 35, C, carries -0.754; number 36, C, carries -0.030; number 37, C, carries -0.608; number 38, C, carries -0.017; number 39, C, carries -0.040; number 40, C, carries -0.045; number 41, C, carries -0.628; number 42, C, carries -0.029; number 43, C, carries -0.011; number 44, C, carries -0.088; number 45, C, carries -0.050; number 46, C, carries -0.628; number 47, C, carries -0.605; number 48, C, carries -0.029; number 49, C, carries -0.629; number 50, H, carries 0.097; number 51, H, carries 0.080; number 52, H, carries 0.093; number 53, H, carries 0.095; number 54, H, carries 0.102; number 55, H, carries 0.072; number 56, H, carries 0.092; number 57, H, carries 0.091; number 58, H, carries 0.085; number 59, H, carries 0.092; number 60, H, carries 0.088; number 61, H, carries 0.077; number 62, H, carries 0.062; number 63, H, carries 0.095; number 64, H, carries 0.097; number 65, H, carries 0.094; number 66, H, carries 0.071; number 67, H, carries 0.067; number 68, H, carries 0.099; number 69, H, carries 0.093; number 70, H, carries 0.062; number 71, H, carries 0.096; number 72, H, carries 0.105; number 73, H, carries 0.097; number 74, H, carries 0.101; number 75, H, carries 0.095; number 76, H, carries 0.100; number 77, H, carries 0.082; number 78, H, carries 0.095; number 79, H, carries 0.097; number 80, H, carries 0.084; number 81, H, carries 0.101; number 82, H, carries 0.082; number 83, H, carries 0.102; number 84, H, carries 0.096; number 85, H, carries 0.096; number 86, H, carries 0.054; number 87, H, carries 0.098; number 88, H, carries 0.097; number 89, H, carries 0.092; number 90, H, carries 0.067; number 91, H, carries 0.090; number 92, H, carries 0.089; number 93, H, carries 0.094; number 94, H, carries 0.091; number 95, H, carries 0.095; number 96, H, carries 0.065; number 97, H, carries 0.089